1.
Computed, not measured: a structure of composition C21H19CuN2O3S3, with ωB97M-V/def2-TZVPD.

```
49
Properties=species:S:1:pos:R:3:mulliken_charge:R:1
Cu -0.621 -0.710 2.580 -0.351
C -0.237 -2.094 -0.505 -1.484
C 1.035 -1.451 -0.050 1.445
C 2.090 -1.302 -0.996 -0.488
C 3.271 -0.779 -0.594 -1.072
C 3.432 -0.333 0.745 1.552
C 4.644 0.223 1.210 -0.962
C 4.705 0.699 2.493 -0.378
C 3.578 0.672 3.324 -0.557
C 2.360 0.147 2.915 -0.081
S 0.957 0.247 3.931 -0.364
C 2.310 -0.423 1.596 0.014
N 1.147 -1.016 1.181 -0.509
H -0.016 -3.008 -1.062 0.604
H -0.757 -1.414 -1.186 0.116
H -0.865 -2.343 0.347 0.186
H 1.911 -1.584 -2.025 0.287
H 4.096 -0.657 -1.289 0.405
H 5.494 0.279 0.538 0.309
H 5.628 1.131 2.868 0.324
H 3.632 1.096 4.320 0.378
C -0.120 1.718 0.366 -0.889
C -1.465 1.102 0.131 1.232
C -2.219 1.464 -1.017 -0.535
C -3.440 0.898 -1.191 -1.063
C -3.934 -0.063 -0.272 1.461
C -5.200 -0.674 -0.431 -0.895
C -5.596 -1.630 0.466 -0.413
C -4.751 -2.026 1.517 -0.528
C -3.492 -1.476 1.711 -0.164
S -2.447 -2.054 2.985 -0.376
C -3.095 -0.425 0.804 0.090
N -1.891 0.202 0.987 -0.438
H -0.099 2.756 0.027 0.602
H 0.606 1.182 -0.249 -0.436
H 0.168 1.629 1.413 0.201
H -1.786 2.146 -1.738 0.443
H -4.047 1.155 -2.054 0.353
H -5.827 -0.379 -1.265 0.315
H -6.566 -2.106 0.361 0.320
H -5.072 -2.808 2.196 0.381
C 2.367 1.688 -2.776 -0.741
S 0.771 1.318 -3.491 1.058
O -0.016 2.536 -3.294 -0.726
O 1.044 1.020 -4.894 -0.722
O 0.287 0.174 -2.721 -0.607
H 2.790 2.545 -3.300 0.422
H 3.005 0.814 -2.895 0.114
H 2.234 1.913 -1.719 0.165
```

E_LUMO   4.85 eV
Orbital gap   6.09 eV
Electronic energy   -3982.12027 a.u.
Charge   -2

2.
Computed, not measured: the molecule C21H19FN4O2 in a non-equilibrium geometry, with ωB97M-V/def2-TZVPD.

```
47
Properties=species:S:1:pos:R:3:mulliken_charge:R:1
C 2.916 -4.724 -0.220 -0.669
O 2.607 -3.737 -1.093 -0.348
C 3.548 -2.682 -1.130 -0.551
N 3.037 -1.569 -0.394 0.663
C 1.677 -1.298 -0.058 -1.193
C 1.572 -0.162 0.680 0.963
C 2.946 0.197 0.951 -0.155
N 3.846 -0.572 0.279 -0.832
C 3.513 1.350 1.610 0.594
O 4.770 1.466 1.771 -0.674
N 2.745 2.314 2.296 0.298
C 3.165 3.743 2.377 -0.959
C 1.432 1.988 2.787 -0.059
C 1.268 0.862 3.872 -0.741
C 1.018 2.340 4.204 -0.626
C 0.358 1.953 1.659 0.405
C -0.725 2.902 1.636 -0.666
C -1.776 2.717 0.726 -1.025
C -1.728 1.559 -0.108 0.431
C -2.847 1.312 -1.022 0.161
C -3.269 2.313 -1.912 -0.457
C -4.109 1.974 -2.921 -0.539
C -4.873 0.749 -2.821 0.337
F -5.791 0.491 -3.816 -0.251
N -4.623 -0.054 -1.813 -0.584
C -3.610 0.126 -1.015 -0.449
C -0.653 0.613 -0.052 -1.283
C 0.444 0.742 0.802 0.874
H 1.983 -5.329 -0.138 0.246
H 3.126 -4.295 0.765 0.349
H 3.821 -5.342 -0.618 0.246
H 4.498 -2.987 -0.690 0.461
H 3.708 -2.476 -2.212 0.255
H 0.940 -2.053 -0.296 0.507
H 2.874 4.049 3.433 0.286
H 2.639 4.518 1.824 0.297
H 4.174 3.859 2.107 0.405
H 0.475 0.171 3.598 0.293
H 2.214 0.350 4.187 0.248
H 0.010 2.765 4.416 0.264
H 1.791 2.749 4.833 0.432
H -0.536 3.690 2.386 0.470
H -2.584 3.382 0.562 0.615
H -2.803 3.269 -1.754 0.492
H -4.271 2.615 -3.793 0.375
H -3.378 -0.687 -0.376 0.551
H -0.665 -0.290 -0.637 0.542
```

E_LUMO   0.17 eV
Orbital gap   8.61 eV
Electronic energy   -1280.86620 a.u.
Charge   0

3.
Computed, not measured: a structure of composition C21H19FN4O4S2 in a non-equilibrium geometry, with ωB97M-V/def2-TZVPD.

```
51
Properties=species:S:1:pos:R:3:mulliken_charge:R:1
F -3.344 0.474 1.997 -0.315
C -3.320 -0.552 1.039 -0.572
C -1.921 -1.223 1.106 -0.398
C -1.752 -2.072 -0.195 -0.850
C -0.804 -3.254 -0.074 0.390
C -1.000 -4.443 -0.736 0.058
S -2.454 -4.673 -1.797 -0.292
C -0.087 -5.577 -0.672 -0.600
C 1.061 -5.542 0.058 -0.803
C 1.321 -4.345 0.804 0.665
N 2.368 -4.113 1.588 -0.670
S 2.202 -2.608 2.190 0.147
N 0.812 -2.172 1.473 -0.441
C 0.396 -3.197 0.737 0.653
H -4.071 -1.319 1.287 0.351
H -3.521 -0.126 0.042 0.330
H -1.204 -0.390 1.049 0.278
H -1.852 -1.795 2.040 0.332
H -2.743 -2.352 -0.581 0.535
H -1.310 -1.396 -0.956 0.226
H -3.432 -4.940 -0.889 0.174
H -0.319 -6.486 -1.234 0.400
H 1.732 -6.405 0.056 0.406
C -2.335 4.731 1.370 -0.565
C -2.678 5.948 0.794 -0.353
C -3.879 6.079 0.115 -0.431
C -4.727 4.988 0.024 0.043
C -4.393 3.768 0.588 -0.371
C -3.189 3.641 1.264 -0.252
N -6.011 5.130 -0.675 1.005
O -6.266 6.208 -1.175 -0.602
O -6.746 4.162 -0.710 -0.605
H -1.398 4.632 1.905 0.383
H -2.010 6.795 0.878 0.377
H -4.142 7.028 -0.332 0.438
H -5.055 2.917 0.510 0.481
H -2.919 2.694 1.710 0.456
C 4.022 -0.870 -0.558 -0.054
C 3.990 0.370 -1.181 -0.631
C 5.173 1.000 -1.532 -0.295
C 6.378 0.375 -1.257 -0.071
C 6.423 -0.858 -0.630 -0.374
C 5.236 -1.482 -0.279 -0.393
N 7.634 1.029 -1.651 1.004
O 7.560 2.120 -2.182 -0.602
O 8.672 0.440 -1.424 -0.600
H 3.095 -1.363 -0.289 0.349
H 3.041 0.845 -1.396 0.383
H 5.144 1.966 -2.017 0.443
H 7.367 -1.340 -0.413 0.443
H 5.257 -2.448 0.210 0.391
```

E_LUMO   -1.14 eV
Orbital gap   8.30 eV
Electronic energy   -2227.65966 a.u.
Charge   0

4.
Computed, not measured: the molecule C21H19FN6O in a non-equilibrium geometry, with ωB97M-V/def2-TZVPD.

```
48
Properties=species:S:1:pos:R:3:mulliken_charge:R:1
F -4.082 -6.606 -1.571 -0.309
C -3.697 -5.581 -0.758 0.232
C -4.682 -4.805 -0.181 -0.374
C -4.368 -3.778 0.705 -0.540
C -3.040 -3.549 1.034 0.117
O -2.734 -2.613 1.960 -0.500
C -1.831 -1.638 1.617 0.639
C -1.006 -1.086 2.610 -1.104
C -0.177 0.029 2.320 -0.107
C -0.132 0.557 1.030 -1.135
N 0.800 1.604 0.769 0.765
C 1.921 1.556 -0.052 0.834
C 2.340 0.405 -0.901 -0.976
C 2.098 0.774 -2.326 0.186
N 2.926 1.900 -2.735 -0.369
N 4.009 1.388 -3.536 -0.266
N 3.322 0.388 -4.256 -0.410
N 2.583 -0.264 -3.204 -0.303
N 2.561 2.714 -0.051 -0.800
C 1.846 3.550 0.783 -0.033
C 2.138 4.882 1.196 -0.639
C 1.272 5.540 2.058 -0.432
C 0.094 4.895 2.481 -0.687
C -0.168 3.540 2.106 -0.840
C 0.738 2.880 1.265 0.841
C -0.932 0.002 0.040 -0.135
C -1.783 -1.076 0.308 0.037
C -2.009 -4.316 0.448 -0.064
C -2.343 -5.315 -0.464 -0.549
H -5.752 -5.020 -0.342 0.352
H -5.109 -3.163 1.157 0.461
H -1.010 -1.405 3.652 0.386
H 0.451 0.460 3.097 0.509
H 3.413 0.189 -0.758 0.180
H 1.790 -0.497 -0.646 0.361
H 1.022 0.927 -2.495 0.105
H 3.218 2.521 -1.965 0.401
H 4.742 0.960 -2.936 0.302
H 2.722 0.841 -4.960 0.288
H 1.877 -0.869 -3.594 0.310
H 3.078 5.321 0.827 0.399
H 1.478 6.587 2.408 0.319
H -0.632 5.408 3.110 0.373
H -1.057 3.027 2.409 0.464
H -0.946 0.402 -0.972 0.443
H -2.406 -1.501 -0.495 0.411
H -0.968 -4.243 0.708 0.444
H -1.576 -5.924 -0.899 0.417
```

E_LUMO   0.46 eV
Orbital gap   8.61 eV
Electronic energy   -1315.19105 a.u.
Charge   0

5.
Computed, not measured: the molecule C21H19FN8 in a non-equilibrium geometry, with ωB97M-V/def2-TZVPD.

```
49
Properties=species:S:1:pos:R:3:mulliken_charge:R:1
N -2.518 1.431 4.622 -0.569
C -2.580 1.181 3.518 -0.062
C -2.635 0.892 2.107 0.854
C -3.826 1.090 1.456 -0.877
N -3.967 0.930 0.160 -0.621
C -2.840 0.780 -0.426 0.116
N -2.765 0.954 -1.823 0.123
C -3.898 1.360 -2.690 -0.438
C -3.373 0.912 -4.021 0.846
C -3.976 0.678 -5.311 -0.951
N -3.061 0.100 -6.018 -0.824
N -1.959 -0.109 -5.163 0.176
C -2.213 0.418 -3.928 -0.004
C -1.529 0.671 -2.608 -0.466
N -1.609 0.733 0.103 -0.209
C -1.517 0.771 1.379 0.550
N -0.285 0.894 1.868 -0.043
C 0.354 0.141 3.052 -1.051
C 1.845 0.300 2.693 -0.640
C 1.992 1.631 1.968 -0.731
C 0.816 1.303 0.935 -0.526
C 1.350 -0.118 0.357 -0.700
N 1.920 -0.656 1.566 0.342
C 3.012 -1.516 1.393 0.102
C 2.876 -2.588 0.550 -0.372
C 3.919 -3.486 0.247 -0.471
C 5.111 -3.410 0.880 -0.481
C 5.359 -2.239 1.603 0.026
F 6.660 -2.010 1.927 -0.299
C 4.301 -1.258 1.837 -0.426
H -4.615 1.220 2.092 0.539
H -4.136 2.418 -2.680 0.271
H -4.816 0.774 -2.418 0.285
H -4.956 0.866 -5.677 0.482
H -1.065 -0.401 -5.333 0.172
H -0.965 -0.124 -2.247 0.349
H -0.914 1.569 -2.586 0.174
H 0.093 0.698 3.910 0.614
H -0.002 -0.869 2.957 0.308
H 2.508 0.065 3.481 0.660
H 2.864 1.642 1.409 0.546
H 1.728 2.474 2.587 0.423
H 0.466 2.068 0.273 0.544
H 2.106 -0.010 -0.403 0.285
H 0.471 -0.766 0.090 0.423
H 1.969 -2.625 0.031 0.453
H 3.818 -4.297 -0.590 0.240
H 5.915 -4.150 0.670 0.366
H 4.567 -0.334 2.200 0.492
```

E_LUMO   0.36 eV
Orbital gap   8.76 eV
Electronic energy   -1349.42254 a.u.
Charge   0